(1)
Molecular formula: C7H14
Method: DFT, wB97M-V/def2-TZVPD

XYZ file:
```
21
Properties=species:S:1:pos:R:3:forces:R:3
H 1.2268 0.4988 -1.5487 0.02 0.01 0.17
C -1.0253 1.3512 -0.3530 0.02 -0.03 0.00
H 0.0820 -1.2367 1.6404 0.05 0.15 -0.10
H 2.0439 -1.4385 -0.6582 -0.18 0.01 0.06
C -1.0143 -1.2533 -0.1898 0.01 -0.01 -0.02
H 0.4525 1.5323 1.2164 0.00 0.00 -0.08
C 1.5661 -0.8232 0.1158 0.04 -0.02 -0.04
C -1.7003 0.0816 0.1748 0.00 -0.03 0.02
C 0.4189 1.5669 0.1189 0.03 -0.01 0.08
C 1.4529 0.5971 -0.4762 0.01 0.00 -0.05
H -0.8489 -1.2734 -1.2776 0.11 -0.07 0.18
H 2.4432 1.0684 -0.4364 -0.12 -0.10 0.03
H 0.7106 2.5881 -0.1630 -0.01 -0.18 0.07
H -1.0552 1.3509 -1.4540 0.10 -0.06 0.17
H -1.7306 -2.0581 0.0213 0.17 0.08 -0.01
H 2.2450 -0.9148 0.9753 0.09 0.56 -0.20
C 0.2856 -1.5146 0.5978 -0.05 0.04 0.10
H -1.6268 2.2195 -0.0448 0.10 -0.19 -0.02
H 0.5906 -2.5687 0.6705 -0.63 0.00 -0.23
H -2.7339 0.0677 -0.1993 0.19 -0.06 0.03
H -1.7828 0.1587 1.2697 0.06 -0.08 -0.14
```
Positions in Å, forces in eV/Å.

## Properties
E_HOMO: -10.608 eV
calculated total energy: -7486.202 eV
SMILES: C1CCCCCC1
relative energy (zero: lowest compared OMol25 entry of this formula, charge and spin): 8.9 kJ/mol

Results of the natural (NBO) charge analysis, in e, for atoms 1 through 4:
1 H 0.19
2 C -0.39
3 H 0.19
4 H 0.20

***

(2)
Molecular formula: C3H7N3
Method: DFT, wB97M-V/def2-TZVPD

XYZ file:
```
13
Properties=species:S:1:pos:R:3:forces:R:3
H 2.7898 0.1247 0.2918 -0.17 -0.17 0.35
H -1.9790 0.8638 0.3257 -0.25 -0.66 -0.14
H 0.8575 1.7911 1.2678 -0.05 -0.47 0.31
N -1.2203 0.3570 0.8204 -1.27 -1.93 -3.21
N 2.0513 -0.4458 -0.1126 -1.39 -0.13 -0.01
C 0.8974 -0.1743 0.3794 0.85 1.81 1.24
H 0.3819 0.5537 2.4158 0.61 0.23 -0.83
C -0.4387 -0.3330 -0.0935 -2.61 1.16 1.11
H -1.4490 -1.7447 -1.3528 0.05 0.10 -0.04
H -1.5593 -0.0625 -1.8894 0.07 -0.11 0.18
C -0.8951 -0.8033 -1.4243 0.15 -0.12 -0.26
N 0.6018 0.8272 1.4552 4.05 0.36 1.30
H -0.0382 -0.9538 -2.0835 -0.04 -0.07 0.01
```
Positions in Å, forces in eV/Å.

## Properties
E_HOMO (spin up / spin down): -6.893 / -7.540 eV
calculated total energy: -7690.786 eV
SMILES: [H]/N=C(N)/C(C)=N/[H]
relative energy (zero: lowest compared OMol25 entry of this formula, charge and spin): 375.6 kJ/mol

Results of the natural (NBO) charge analysis, in e, for atoms 1 through 4:
1 H 0.35
2 H 0.32
3 H 0.39
4 N -0.51

***

(3)
Molecular formula: C29H43CrF3O20S
Method: DFT, wB97M-V/def2-TZVPD

XYZ file:
```
97
Properties=species:S:1:pos:R:3:forces:R:3
H 3.6230 -2.1045 3.9922 -0.95 0.69 0.68
H 4.6981 0.4596 -5.0259 0.26 -0.42 0.46
O 3.2360 -1.2637 -6.7393 -0.27 0.25 0.20
O -5.6727 0.1750 -2.8899 1.16 -0.10 -0.07
H -4.3903 0.3211 1.4558 0.09 0.64 -0.12
H 1.8270 5.0770 -0.5185 -0.21 0.04 0.54
C -2.7150 -3.6147 1.3587 0.07 -2.38 0.02
S -0.5336 0.5000 1.3119 2.15 -0.30 2.09
O 5.2279 2.6382 -1.6663 -0.86 1.11 3.15
H 0.3936 4.0795 3.9098 -0.21 0.01 -0.41
O -5.0604 -0.0171 -4.9494 0.73 -0.63 -2.83
O -3.1658 -2.8823 -0.7730 1.32 -1.16 -1.26
C 3.8382 -1.1750 3.4651 -0.63 -0.63 -1.66
C 3.9179 -0.1408 -4.5580 -1.62 -0.02 -0.01
H 2.9277 1.6638 -4.2188 -0.30 0.42 0.65
H -4.0604 -2.1780 2.2246 -0.23 0.33 -0.43
H -1.6458 3.4044 -2.5998 0.09 -0.01 -0.05
H 2.6224 -2.0005 1.8355 -0.04 -0.01 0.09
C -4.7966 -0.1512 -3.6597 -1.04 0.18 2.80
H 0.8096 -1.6220 4.3802 0.72 -0.37 0.55
H -3.1787 3.1165 -3.3834 -0.20 -0.06 0.07
O 0.5190 1.3517 1.7823 0.59 0.89 -0.29
F -0.7633 -0.7041 -1.0242 -0.09 -1.16 -0.44
C -4.0318 -0.6621 -5.7817 0.21 -0.44 1.34
H -4.2774 -1.6751 -6.1007 -0.89 -0.01 0.35
C 3.1675 3.7362 -1.4693 -1.27 0.82 0.03
C -2.4447 2.6714 -2.7118 -0.05 1.04 -0.25
H -2.2341 -1.5748 -5.0384 -0.17 -0.35 0.14
H 3.7843 -0.2138 3.9763 -0.12 -0.40 0.54
H 0.8174 -3.4461 3.0237 0.85 -0.91 0.24
H -2.1984 0.0816 -4.9608 -0.16 0.50 -0.05
H -3.4187 -1.7800 -3.0449 -0.43 0.30 0.62
O -2.5807 3.3289 -0.4263 -0.31 1.20 1.99
H -1.8240 -3.0648 1.6617 -0.43 0.14 0.42
O -3.8416 1.7356 -1.0272 -2.69 -2.55 0.51
C 0.1033 0.1077 -0.4393 -2.37 -0.27 2.43
O -2.5208 2.7109 3.4874 -0.98 -0.63 -0.27
C -0.2585 -2.6658 5.9272 -1.10 5.58 1.57
H -2.7566 -0.1530 -2.6563 -0.42 -0.12 -0.06
C 2.9817 -0.7381 -5.7048 0.42 1.12 3.00
H -2.0376 1.8032 -3.2300 -0.31 -0.33 0.68
H 2.9846 3.6134 1.6699 -0.09 0.68 0.51
H -1.3451 -3.9939 -0.1477 -0.07 0.61 -1.12
O -4.8183 -1.4257 -0.3391 0.10 0.11 -0.68
H 4.2109 -0.9817 -3.9295 0.76 -0.06 -0.42
H 1.3944 -0.6582 -3.0452 -0.05 -0.62 -0.53
H 2.4242 -0.2782 2.2501 -0.46 -0.23 -0.62
O -1.7957 1.1985 1.1769 -2.30 1.20 -1.04
H 1.6837 -4.6298 5.0847 0.14 0.24 0.26
H -0.6582 3.4391 5.1455 -0.24 0.31 0.08
O -0.6358 -0.6987 2.1217 -0.46 -0.10 -1.76
C -2.4342 -4.0238 -0.1141 -0.92 2.08 0.95
O 1.7138 -0.5711 -5.1974 -1.30 -0.52 -0.04
C 3.1461 -1.0792 2.0905 -2.21 0.66 0.59
C 4.1961 -0.7256 1.0647 0.22 -0.72 1.07
C 3.3049 4.2451 0.8414 -0.44 -1.68 1.14
C 5.4222 -1.3153 1.8383 2.81 2.15 -4.87
O 6.5374 -1.4536 1.3105 -2.55 -0.36 1.87
H -0.7324 -1.6458 4.0018 -0.74 -0.64 0.51
C -4.0260 -2.8797 1.3912 0.62 -0.63 0.22
H 1.5228 3.3662 -0.2237 0.09 0.08 1.05
H 3.1590 0.8221 -2.6091 0.43 0.15 -0.27
C 1.6074 0.0262 -3.8663 0.63 0.67 -1.06
H -3.7375 -0.1797 -6.7138 -0.55 0.84 0.37
C 0.1811 -3.6284 3.8897 -0.31 -0.77 -2.38
H 0.2332 -5.5517 5.0385 -0.43 0.24 -0.02
H 4.0721 -1.1307 0.0604 0.06 -0.39 0.30
O -4.5143 1.2307 1.7899 1.29 2.18 -0.88
O 5.1427 -1.4180 3.0896 3.18 -0.82 1.74
H 3.4881 5.2776 1.1388 0.60 -0.25 -0.07
H -0.7225 -3.9609 3.3786 -0.32 -0.31 0.51
C -0.0243 -2.3153 4.4902 -0.52 1.58 0.48
O 0.1449 -3.8476 6.2257 0.49 -2.61 0.25
C 2.9207 0.7232 -3.6681 1.57 -0.56 -1.64
C -4.0982 -2.3176 0.0027 -0.17 0.60 1.28
F 0.1721 1.1535 -1.2127 0.67 1.46 -0.53
Cr -3.1854 2.7123 1.5398 1.86 -3.22 1.68
O -1.6966 4.1111 2.1624 -0.63 2.76 -6.70
C 0.5994 -4.5251 5.0475 0.96 -0.46 -0.65
H 4.2242 0.3538 0.9157 0.67 0.07 0.31
C 2.2966 4.1337 -0.2394 -0.35 0.35 -3.26
C -0.6334 4.0944 4.2748 -0.59 -0.82 -0.34
C -1.6495 3.6112 3.2278 1.12 -1.87 5.91
H -4.7973 -3.6314 1.5591 -0.36 0.26 -0.19
H -0.9084 5.1272 4.4885 0.06 -0.07 0.29
F 1.2655 -0.4427 -0.2372 0.95 -0.54 -0.69
H 0.8523 0.8122 -3.8742 -0.50 -0.46 -0.31
H 2.6320 3.0581 -2.1338 0.40 -0.26 0.15
C -2.8941 -0.7414 -4.7976 3.04 0.11 -0.34
C -3.0213 2.5919 -1.3044 2.44 0.31 -2.42
O -0.6428 -1.8533 6.7700 0.32 -1.66 -1.05
C -3.3720 -0.7329 -3.3441 -1.48 -0.26 -2.35
H 3.4515 4.5687 -2.1131 -0.04 0.28 0.10
H -2.8980 -4.5280 1.9248 0.87 0.01 0.48
C 4.4339 3.2162 -0.9080 0.61 -1.29 -2.72
H -2.7390 -4.9584 -0.5850 -0.58 0.10 0.48
O 4.4751 3.5024 0.4073 1.40 0.08 -0.57
```
Positions in Å, forces in eV/Å.

## Properties
E_HOMO (spin up / spin down): -9.718 / -9.718 eV
calculated total energy: -119125.372 eV
multiplicity: 5

Results of the Löwdin charge analysis, in e, for atoms 1 through 4:
1 H 0.13
2 H 0.12
3 O 0.13
4 O 0.11

***

(4)
Molecular formula: C10H14O4RuSSbSe4
Method: DFT, wB97M-V/def2-TZVPD

XYZ file:
```
35
Properties=species:S:1:pos:R:3:forces:R:3
H 1.6385 -4.4941 1.5989 0.01 0.01 0.04
H 0.5848 3.1821 1.5766 -0.01 0.00 -0.01
H -0.7889 -4.8675 1.8725 0.01 0.00 -0.02
H -1.6670 -1.5023 0.9993 0.02 0.01 -0.03
Se -0.0399 -1.1734 -1.8929 -0.64 -0.89 -0.52
O 4.4982 0.6440 0.3387 -0.25 0.01 -0.03
H 1.6011 -2.9674 0.6901 0.00 -0.01 0.00
S 3.1779 0.6497 -0.2401 0.44 0.04 0.17
H 2.4087 -3.0331 2.2462 0.00 0.04 -0.03
O 2.3080 -0.5365 0.1722 0.28 0.46 -0.11
C -0.9239 -3.7946 1.7121 0.00 -0.02 0.02
H -0.2686 3.2354 3.1253 -0.02 0.00 0.00
C -0.2743 2.7905 2.1265 0.07 -0.02 0.00
Ru 0.7882 0.6860 -0.8244 -0.50 0.79 0.46
H -1.8876 0.9158 0.9596 0.09 -0.03 -0.17
H 1.7128 -1.1427 3.6099 -0.01 -0.01 0.01
H 1.5119 1.2971 3.5189 0.02 0.00 -0.03
C 0.0428 -1.5210 2.3113 -0.01 -0.03 0.11
C -1.0504 0.4739 1.4886 -0.16 0.04 0.32
C 1.5495 -3.4066 1.6873 -0.02 -0.04 -0.01
Se -0.5906 2.2750 -1.6720 0.30 0.26 0.06
Sb -2.4754 -0.4148 -2.3661 -0.42 -0.48 -0.22
C 0.9160 -0.6959 3.0238 -0.03 0.00 0.00
C -0.9458 -0.9161 1.5551 -0.06 -0.05 -0.02
Se -3.9389 -1.7000 -0.8624 0.18 0.08 0.00
H -0.9528 -3.6174 0.6345 -0.03 0.02 0.01
C -0.1820 1.2915 2.2024 0.08 0.06 -0.01
C 0.8072 0.6795 2.9728 -0.01 0.00 0.00
C 0.2234 -3.0273 2.3602 0.09 0.05 -0.10
H -1.1776 3.1031 1.6031 0.00 0.00 0.01
H -1.8949 -3.5071 2.1192 0.00 0.00 -0.01
H 0.2790 -3.3165 3.4176 -0.01 -0.01 0.01
O 2.3118 1.8405 0.2154 0.23 -0.51 -0.23
O 3.1162 0.6728 -1.7217 0.29 0.13 0.25
Se -2.8832 -0.8495 -4.7424 0.08 0.09 0.08
```
Positions in Å, forces in eV/Å.

## Properties
E_HOMO (spin up / spin down): -1.350 / -1.912 eV
calculated total energy: -300130.444 eV
net charge: -2
relative energy (zero: lowest compared OMol25 entry of this formula, charge and spin): 21.5 kJ/mol
multiplicity: 6

Results of the natural (NBO) charge analysis, in e, for atoms 1 through 4:
1 H 0.18
2 H 0.25
3 H 0.19
4 H 0.25

***

> Which formula does entry 4 have?

C10H14O4RuSSbSe4

***

> Which of these has the highest calculated total energy?

C7H14